This record from the OMol25 dataset describes the molecule C4H6N2O. The level of theory is ωB97M-V with the def2-TZVPD basis set.

As for the HOMO energy: -7.083 eV. The LUMO energy comes out at 0.88 eV. The calculation puts the energy relative to the best compared isomer or geometry (same formula, charge and spin) at 0.909 eV. As for the SMILES: Nc1ccc(O)[nH]1. As for the total energy: -9272.593 eV.

Positions of all 13 atoms, in Å:
N: -2.272 -0.465 0.015
C: -0.930 -0.030 -0.037
C: -0.341 1.154 -0.379
C: 1.088 0.966 -0.317
C: 1.287 -0.327 0.071
O: 2.390 -1.085 0.318
N: 0.071 -0.934 0.252
H: -2.901 0.318 -0.116
H: -2.491 -0.878 0.916
H: -0.857 2.068 -0.648
H: 1.851 1.713 -0.504
H: 3.162 -0.573 0.053
H: -0.055 -1.927 0.374

This record from the OMol25 dataset describes a structure of composition C43H48ClN5O6ReS in a non-equilibrium geometry. The level of theory is ωB97M-V with the def2-TZVPD basis set.

As for the HOMO energy (alpha / beta): -7.267 / -7.388 eV. The LUMO energy (alpha / beta) comes out at -0.19 / -1.19 eV. As for the multiplicity: 4. The calculation puts the energy relative to the best compared isomer or geometry (same formula, charge and spin) at 0.000 eV. As for the total energy: -90593.333 eV.

Positions of all 105 atoms, in Å:
Re: 1.197 0.894 0.105
C: 3.301 -2.553 2.786
C: 3.062 -2.971 1.359
C: 2.877 -4.331 1.103
C: 2.711 -4.822 -0.183
C: 2.760 -3.926 -1.240
C: 2.930 -2.548 -1.022
C: 3.057 -1.658 -2.227
C: 2.965 -2.045 0.297
N: 2.823 -0.665 0.607
C: 3.870 -0.105 1.237
O: 4.996 -0.553 1.379
C: 3.495 1.149 1.976
C: 4.317 1.616 2.981
C: 3.801 2.616 3.789
C: 2.540 3.141 3.563
C: 1.783 2.667 2.510
N: 2.274 1.664 1.757
C: 0.338 3.090 2.395
O: 0.041 4.130 3.018
N: -0.409 2.133 1.822
C: -1.742 2.000 2.245
C: -2.064 1.836 3.622
C: -0.993 1.844 4.691
C: -3.399 1.628 4.022
C: -4.441 1.565 3.111
C: -4.128 1.657 1.760
C: -2.809 1.904 1.330
C: -2.559 1.987 -0.137
H: 2.902 -3.288 3.492
H: 2.860 -1.591 3.017
H: 4.372 -2.447 2.973
H: 2.887 -5.024 1.950
H: 2.553 -5.885 -0.349
H: 2.678 -4.277 -2.263
H: 3.059 -2.263 -3.142
H: 3.998 -1.114 -2.159
H: 2.253 -0.930 -2.279
H: 5.289 1.186 3.132
H: 4.392 2.985 4.612
H: 2.143 3.918 4.203
H: -0.091 1.345 4.319
H: -1.341 1.363 5.607
H: -0.715 2.880 4.931
H: -3.601 1.517 5.094
H: -5.460 1.393 3.427
H: -4.903 1.577 0.993
H: -3.412 1.629 -0.724
H: -1.672 1.388 -0.355
H: -2.320 3.010 -0.429
C: -3.670 1.756 -6.240
C: -2.877 0.456 -6.423
N: -1.936 0.182 -5.332
C: -0.497 0.378 -5.577
C: -0.104 1.853 -5.641
C: -2.473 -0.235 -4.161
O: -3.672 -0.368 -3.971
C: -1.535 -0.677 -3.062
C: -1.627 -2.016 -2.704
C: -0.867 -2.516 -1.657
C: -0.057 -1.625 -0.995
N: 0.024 -0.314 -1.313
C: -0.716 0.161 -2.336
H: -4.310 1.909 -7.106
H: -2.986 2.594 -6.160
H: -4.300 1.703 -5.349
H: -2.303 0.507 -7.347
H: -3.564 -0.391 -6.488
H: -0.265 -0.112 -6.521
H: 0.082 -0.112 -4.803
H: -0.643 2.382 -6.452
H: 0.968 1.956 -5.836
H: -0.330 2.354 -4.691
H: -2.314 -2.660 -3.250
H: -0.911 -3.554 -1.362
H: 0.550 -1.968 -0.175
H: -0.591 1.219 -2.546
C: 0.000 -1.558 4.107
S: 0.266 -1.745 2.372
O: 0.024 -0.409 1.741
C: -1.137 -2.780 2.040
C: -2.405 -2.242 2.055
C: -3.472 -3.104 1.916
C: -3.254 -4.457 1.742
C: -1.972 -4.977 1.704
C: -0.893 -4.128 1.848
H: -0.955 -1.049 4.311
H: 0.819 -0.968 4.516
H: 0.022 -2.565 4.535
H: -2.520 -1.166 2.184
H: -4.476 -2.705 1.958
H: -4.102 -5.118 1.635
H: -1.795 -6.033 1.553
H: 0.126 -4.486 1.845
Cl: 2.235 1.714 -2.975
C: 2.680 1.482 -1.217
H: 3.094 2.444 -0.937
H: 3.504 0.776 -1.245
C: 1.204 5.185 -0.207
O: 1.450 3.794 0.043
C: 0.674 2.857 -0.542
O: -0.112 3.100 -1.420
H: 2.153 5.661 -0.454
H: 0.799 5.614 0.707
H: 0.502 5.290 -1.021

This record from the OMol25 dataset describes a cluster of 2 separate species, C8H19N2O3P in total in a non-equilibrium geometry. The level of theory is ωB97M-V with the def2-TZVPD basis set.

As for the HOMO energy: -8.666 eV. The LUMO energy comes out at 0.33 eV. The calculation puts the energy relative to the best compared isomer or geometry (same formula, charge and spin) at 3.577 eV. As for the SMILES: CCC(=C=O)[P@](=O)([O-])[NH+](C)C.CNC. As for the total energy: -27014.180 eV.

Positions of all 33 atoms, in Å:
C: 1.508 -2.986 -0.447
C: 1.619 -1.681 0.307
C: 3.052 -0.939 0.397
C: 4.105 -1.689 0.563
O: 5.104 -2.257 0.780
P: 3.169 0.561 -0.694
O: 1.962 0.606 -1.618
O: 4.513 1.025 -1.108
N: 2.823 1.933 0.605
C: 2.896 3.215 -0.110
C: 1.594 1.611 1.270
H: 2.154 -3.121 -1.222
H: 1.659 -3.803 0.291
H: 0.527 -3.109 -0.837
H: 1.060 -0.875 -0.285
H: 1.252 -1.497 1.325
H: 3.623 1.663 1.225
H: 2.216 3.971 0.269
H: 3.922 3.433 -0.267
H: 2.424 3.120 -1.092
H: 1.708 0.949 2.094
H: 1.141 2.377 1.889
H: 0.756 1.318 0.692
C: -5.542 0.732 -0.008
N: -5.894 -0.223 -0.972
C: -5.197 -1.501 -0.730
H: -6.132 1.568 -0.210
H: -5.623 0.462 1.013
H: -4.486 1.147 -0.042
H: -6.866 -0.414 -1.184
H: -5.097 -1.488 0.332
H: -5.762 -2.469 -1.013
H: -4.188 -1.640 -1.214

This record from the OMol25 dataset describes the molecule C6H13NO4. The level of theory is ωB97M-V with the def2-TZVPD basis set.

As for the HOMO energy: -10.594 eV. The LUMO energy comes out at 0.49 eV. The calculation puts the energy relative to the best compared isomer or geometry (same formula, charge and spin) at 2.381 eV. As for the SMILES: CC(C)(C)[C@@](O)(CO)[N+](=O)[O-]. As for the total energy: -16110.418 eV.

Positions of all 24 atoms, in Å:
C: 0.461 1.536 1.181
C: -0.150 0.821 -0.028
C: -1.673 0.798 0.110
C: 0.244 1.575 -1.304
C: 0.460 -0.610 -0.110
O: 1.831 -0.513 -0.051
C: -0.081 -1.620 0.918
O: 0.682 -2.795 0.734
N: 0.107 -1.228 -1.460
O: -1.055 -1.488 -1.667
O: 1.016 -1.429 -2.221
H: 1.544 1.546 1.104
H: 0.101 2.561 1.213
H: 0.180 1.048 2.111
H: -2.134 0.207 -0.676
H: -2.046 1.816 0.033
H: -1.976 0.400 1.075
H: -0.291 1.191 -2.170
H: 0.001 2.629 -1.199
H: 1.312 1.480 -1.480
H: 2.206 -1.406 -0.080
H: -1.144 -1.804 0.729
H: 0.056 -1.222 1.930
H: 0.348 -3.490 1.308

This record from the OMol25 dataset describes a cluster of 11 separate species, H22O11 in total in a non-equilibrium geometry. The level of theory is ωB97M-V with the def2-TZVPD basis set.

As for the HOMO energy (alpha / beta): -13.841 / -13.841 eV. The LUMO energy (alpha / beta) comes out at -3.25 / -10.61 eV. As for the multiplicity: 2. The calculation puts the energy relative to the best compared isomer or geometry (same formula, charge and spin) at 1.160 eV. As for the charge: +1. As for the total energy: -22869.291 eV.

Positions of all 33 atoms, in Å:
O: 8.328 12.810 -12.674
H: 8.365 12.898 -13.626
H: 8.667 13.642 -12.343
O: 6.517 9.180 -10.503
H: 6.435 9.694 -11.306
H: 6.777 8.308 -10.801
O: 6.114 13.160 -9.805
H: 6.258 13.878 -9.189
H: 6.059 13.585 -10.661
O: 8.016 9.596 -14.426
H: 7.501 9.793 -13.643
H: 8.738 9.054 -14.107
O: 10.482 11.363 -11.830
H: 11.055 12.124 -11.921
H: 9.601 11.706 -11.974
O: 5.668 10.531 -15.763
H: 5.773 10.293 -16.685
H: 6.484 10.249 -15.349
O: 6.503 10.784 -12.524
H: 5.591 11.008 -12.706
H: 6.985 11.596 -12.682
O: 4.544 7.579 -14.088
H: 4.384 7.486 -15.027
H: 5.060 8.381 -14.010
O: 3.963 11.487 -12.518
H: 3.023 11.309 -12.543
H: 4.025 12.440 -12.459
O: 3.617 9.166 -10.804
H: 3.697 9.865 -11.453
H: 4.437 9.201 -10.311
O: 5.828 14.538 -12.389
H: 5.869 14.799 -13.309
H: 6.653 14.079 -12.233

This record from the OMol25 dataset describes the molecule C3H5NS in a non-equilibrium geometry. The level of theory is ωB97M-V with the def2-TZVPD basis set.

As for the HOMO energy (alpha / beta): -7.742 / -7.742 eV. The LUMO energy (alpha / beta) comes out at -1.17 / -1.17 eV. The calculation puts the energy relative to the best compared isomer or geometry (same formula, charge and spin) at 3.172 eV. As for the SMILES: C=NC(C)=S. As for the total energy: -15513.700 eV.

Positions of all 10 atoms, in Å:
C: 1.025 -1.273 1.245
N: 0.265 -0.419 0.681
C: 0.027 0.386 -0.232
C: -1.296 0.776 -0.812
S: 1.690 1.392 -1.087
H: 1.732 -2.065 0.778
H: 1.235 -1.119 2.302
H: -1.178 0.663 -1.918
H: -1.859 -0.102 -0.471
H: -1.640 1.761 -0.485